Record 1
DFT (wB97M-V/def2-TZVPD) results for a single C5H5NO molecule.

```
! RIJCOSX wB97M-V def2-TZVPD def2/J DEFGRID3
* xyz 0 1
N -0.885 2.692 1.070
C -0.451 1.803 0.469
C 0.046 0.675 -0.278
C 1.259 0.697 -0.828
C -0.211 -1.495 0.800
C -0.794 -0.587 -0.274
O -0.036 -1.122 1.934
H 1.639 -0.177 -1.353
H 1.924 1.551 -0.742
H 0.088 -2.513 0.479
H -0.765 -1.069 -1.257
H -1.842 -0.386 -0.025
*
```

E_HOMO = -0.37243 hartree
SMILES = C=C(C#N)CC=O
HOMO-LUMO gap = 10.386 eV
E_LUMO = 0.25 eV

Record 2
DFT (wB97M-V/def2-TZVPD) results for a single C5H5NO molecule.

```
! RIJCOSX wB97M-V def2-TZVPD def2/J DEFGRID3
* xyz 0 1
O -1.883 -1.080 -1.122
C -1.086 -0.269 -0.715
C -1.401 1.070 -0.217
C -1.252 2.143 0.312
C 0.423 -0.378 -0.645
C 1.108 -0.470 0.661
N 1.255 -1.523 -0.353
H -1.164 3.098 0.778
H 0.870 0.314 -1.357
H 0.537 -0.714 1.556
H 1.965 0.175 0.838
H 0.707 -2.332 -0.078
*
```

E_HOMO = -0.36356 hartree
SMILES = C#CC(=O)[C@H]1CN1
HOMO-LUMO gap = 9.983 eV
E_LUMO = 0.09 eV

Record 3
DFT (wB97M-V/def2-TZVPD) results for a single C5H5NO molecule.

```
! RIJCOSX wB97M-V def2-TZVPD def2/J DEFGRID3
* xyz 0 1
O -2.782 -0.167 0.200
C -1.607 -0.440 0.276
C -0.549 0.576 -0.020
C 0.708 0.665 0.802
C 0.800 0.218 -0.625
C 1.135 -1.155 -0.927
N 1.422 -2.247 -1.180
H -1.304 -1.457 0.586
H -0.972 1.510 -0.373
H 0.870 -0.082 1.572
H 1.086 1.654 1.040
H 1.193 0.924 -1.351
*
```

E_HOMO = -0.38036 hartree
SMILES = N#C[C@@H]1C[C@@H]1C=O
HOMO-LUMO gap = 11.031 eV
E_LUMO = 0.68 eV

Record 4
DFT (wB97M-V/def2-TZVPD) results for C5H5NO as an isolated structure.

```
! RIJCOSX wB97M-V def2-TZVPD def2/J DEFGRID3
* xyz 0 1
C -1.488 -0.610 0.091
C -0.019 0.693 -0.056
C 1.271 1.197 0.104
C 1.279 -1.002 0.052
C 0.074 -0.648 -0.034
H -1.709 -0.995 1.205
H -2.029 -1.015 -0.810
H -1.745 1.273 -0.787
H 1.786 2.128 0.120
H 1.819 -1.976 -0.102
N -1.347 0.890 0.171
O 2.106 0.065 0.046
*
```

E_HOMO = -0.30433 hartree
HOMO-LUMO gap = 9.200 eV
E_LUMO = 0.92 eV

Record 5
DFT (wB97M-V/def2-TZVPD) results for a single C5H5NO molecule.

```
! RIJCOSX wB97M-V def2-TZVPD def2/J DEFGRID3
* xyz 0 3
C 1.464 -0.664 0.884
C 0.224 -1.304 0.426
C -0.564 0.116 -0.261
C -1.728 0.072 -0.870
C 0.459 1.162 -0.012
N 1.588 0.578 0.672
O -0.189 -2.421 0.426
H 2.256 -1.211 1.369
H -2.177 0.935 -1.341
H -2.280 -0.848 -0.945
H 0.840 1.586 -0.947
H 0.108 1.998 0.599
*
```

E_HOMO (spin up / spin down) = -0.24573 / -0.37371 hartree
HOMO-LUMO gap (spin up / spin down) = 7.593 / 7.116 eV
E_LUMO (spin up / spin down) = 0.91 / -3.05 eV

Record 6
DFT (wB97M-V/def2-TZVPD) results for C5H5NO2 as an isolated structure.

```
! RIJCOSX wB97M-V def2-TZVPD def2/J DEFGRID3
* xyz 0 1
C 1.747 0.021 0.177
C 0.305 0.064 -0.004
C -1.715 -0.772 -0.020
C -1.737 0.829 -0.218
C -0.498 1.240 -0.078
H 1.378 -1.997 -0.968
H 2.165 1.061 -0.323
H 1.941 0.002 1.412
H -2.657 1.328 -0.225
H -0.023 2.107 0.236
N -0.361 -1.045 0.097
O 2.147 -1.306 -0.187
O -2.693 -1.532 0.102
*
```

E_HOMO = -0.37285 hartree
HOMO-LUMO gap = 8.672 eV
E_LUMO = -1.47 eV

Record 7
DFT (wB97M-V/def2-TZVPD) results for a single C5H5NO2 molecule.

```
! RIJCOSX wB97M-V def2-TZVPD def2/J DEFGRID3
* xyz 0 1
C 1.202 0.887 0.717
C 0.405 0.121 -0.290
C 0.165 -1.347 0.241
C -1.136 0.492 -0.183
C -1.787 0.067 -1.380
H 1.939 0.125 1.043
H 0.503 1.024 1.659
H 1.545 1.781 0.174
H 0.826 0.038 -1.359
H 1.066 -2.074 0.358
N -2.044 -0.599 -2.332
O -0.982 -1.618 0.687
O -1.701 1.102 0.666
*
```

E_HOMO = -0.39163 hartree
SMILES = C[C@@H](C=O)C(=O)C#N
HOMO-LUMO gap = 10.408 eV
E_LUMO = -0.25 eV

Record 8
DFT (wB97M-V/def2-TZVPD) results for C5H5NO2 as an isolated structure.

```
! RIJCOSX wB97M-V def2-TZVPD def2/J DEFGRID3
* xyz 0 1
C 0.201 2.200 0.828
C -0.571 0.101 0.022
C 0.023 -1.195 -0.319
C -0.584 -2.334 -0.221
C 1.216 -1.133 -1.190
H 1.015 3.061 0.136
H 0.781 1.739 1.557
H -0.941 2.623 0.914
H -0.538 -3.118 -0.589
H -1.509 -2.342 0.223
N 2.276 -1.017 -1.823
O 0.233 1.223 -0.301
O -1.601 0.191 0.761
*
```

E_HOMO = -0.39922 hartree
HOMO-LUMO gap = 9.918 eV
E_LUMO = -0.95 eV

Calculated E_tot in order - -323.467870; -323.389192; -323.469785; -323.367120; -323.353630; -398.603564; -398.670166; -398.575033 Eh
Calculated energy relative to the best compared isomer or geometry (same formula, charge and spin) in order - 32.5; 81.9; 31.3; 95.7; 0.0; 109.8; 68.0; 127.7 kcal/mol